{"formula": "C6H12O", "method": "ωB97M-V with the def2-TZVPD basis set", "symbols": ["C", "C", "C", "C", "C", "C", "H", "H", "H", "H", "H", "H", "H", "H", "H", "H", "H", "H", "O"], "xyz": [[-0.560296, -1.173392, 0.343096], [-1.763097, -0.580026, 0.650964], [0.578113, 0.160107, -1.335615], [0.528100, -1.015043, -0.660873], [1.540803, -2.125853, -0.657645], [0.840408, -0.027576, -2.891547], [-0.442468, -1.907548, 1.171226], [-2.090179, 0.456590, 0.368013], [-2.554243, -1.086168, 1.234442], [0.854013, 1.220392, -0.863220], [2.520964, -1.970134, -1.042765], [1.106080, -2.967345, -1.260905], [1.837895, -2.441206, 0.309358], [1.323359, -0.981313, -3.111584], [1.270197, 0.891221, -3.205330], [-0.187106, -0.025225, -3.255507], [-1.702590, 3.386469, 4.315245], [-1.380846, 4.417296, 3.184081], [-0.942406, 3.697209, 3.683332]], "forces_ev_per_a": [[-0.918, -0.029, 2.857], [0.501, 1.178, -1.102], [2.635, 0.524, -1.867], [-1.099, 1.770, 2.928], [-1.527, -1.604, -2.582], [-0.668, 0.778, 2.850], [0.360, -0.610, -1.298], [0.362, -1.196, -0.559], [1.116, 0.176, 0.201], [-2.290, -2.183, -0.924], [0.503, 1.036, -1.130], [0.649, 0.059, 0.881], [-0.785, -0.393, 1.370], [0.166, 0.376, -0.202], [0.968, 0.355, -1.048], [0.024, -0.239, -0.371], [2.237, 0.813, -1.771], [0.438, -0.560, 0.344], [-2.673, -0.251, 1.425]], "smiles": "C=C/C(C)=C/C.O", "molar_mass_g_mol": 100.2, "multiplicity": 1, "homo_ha": -0.276}

=====

{"formula": "C6H12O", "method": "ωB97M-V with the def2-TZVPD basis set", "symbols": ["C", "C", "C", "C", "C", "C", "O", "H", "H", "H", "H", "H", "H", "H", "H", "H", "H", "H", "H"], "xyz": [[-1.902678, -0.587328, -0.120674], [-0.782499, -0.105149, 0.758541], [-0.559460, 2.006474, -0.829646], [0.471127, -0.525845, 0.671555], [1.880872, -0.219292, 0.981677], [1.490855, -1.094571, -0.211622], [1.768931, -2.462689, -0.248302], [-2.365582, -1.419535, 0.408556], [-2.681435, 0.164503, -0.303869], [-1.543026, -0.953226, -1.089205], [-1.028748, 0.680769, 1.475425], [-1.517823, 2.250599, -0.353121], [-0.747638, 1.784874, -1.878740], [0.135285, 2.822302, -0.655744], [-0.075654, 1.124269, -0.407890], [2.285485, 0.774653, 0.773436], [2.341566, -0.708852, 1.836580], [1.649440, -0.651634, -1.198937], [1.180981, -2.880321, 0.391981]], "forces_ev_per_a": [[-0.012, -0.235, 0.096], [0.131, -0.707, 0.520], [0.186, 0.323, -0.299], [-0.133, 0.032, 0.041], [0.127, 0.014, 0.165], [-0.077, 0.187, -0.092], [-0.053, -0.220, 0.261], [-0.267, -0.125, -0.158], [0.335, -0.103, 0.174], [0.029, 0.029, 0.231], [0.056, -0.397, 0.113], [0.346, -0.238, 0.030], [0.131, 0.440, -0.163], [-0.057, 0.357, -0.450], [-0.467, 1.000, -0.493], [-0.197, -0.164, 0.040], [-0.036, -0.051, -0.135], [-0.174, -0.053, 0.236], [0.133, -0.091, -0.117]], "smiles": "C/C=C1/C[C@H]1O.C", "molar_mass_g_mol": 100.2, "multiplicity": 1, "homo_ha": -0.334}

=====

Largest force on an atom
In order: 3.593, 1.209
Unit: eV/Å
ΔE to the lowest compared entry with this formula, charge and spin
In order: 456.0, 318.4
Unit: kJ/mol